# 1
Computed, not measured: one molecule with the formula C5H5N3, with wB97M-V/def2-TZVPD.

Calculated values
- E_tot: -9733.00208 eV
- SMILES string: C#Cc1[nH]ncc1N
- E_LUMO: 0.821 eV
- Orbital gap: 0.319 Ha
- Largest force on an atom: 5.56 eV/Å

Structure (ORCA input):
```
! wB97M-V def2-TZVPD RIJCOSX def2/J DEFGRID3
* xyz 0 1
C 2.58 0.52 -1.19
C 1.75 0.24 -0.35
C -1.45 -0.36 1.08
C 0.60 -0.21 0.19
C -0.84 0.23 -0.02
N -0.65 -1.09 1.83
N 0.57 -0.94 1.33
N -1.49 0.87 -1.11
H 3.32 1.12 -1.63
H -2.40 -0.32 1.39
H 1.31 -1.55 1.69
H -2.44 0.65 -1.32
H -0.85 0.83 -1.89
*
```

***

# 2
Computed, not measured: C26H45Cl8FO12 as an isolated structure, with wB97M-V/def2-TZVPD.

Calculated values
- E_tot: -155137.25762 eV
- E_LUMO: 0.313 eV
- Orbital gap: 0.334 Ha
- Largest force on an atom: 11.40 eV/Å

Structure (ORCA input):
```
! wB97M-V def2-TZVPD RIJCOSX def2/J DEFGRID3
* xyz 0 1
C -1.19 -4.30 -0.59
Cl -1.61 -5.32 -2.02
Cl 0.47 -3.58 -0.63
H -1.94 -3.51 -0.54
H -1.23 -4.98 0.27
C 2.80 -0.32 -0.34
Cl 3.35 -1.40 0.93
Cl 2.43 1.38 0.25
H 3.58 -0.29 -1.10
H 1.96 -0.89 -0.73
C 0.18 0.17 -6.32
Cl 0.26 -1.19 -5.16
Cl -1.50 0.67 -6.38
H 0.74 1.05 -6.02
H 0.52 -0.04 -7.34
C -2.02 0.89 -3.62
Cl -3.00 -0.57 -3.48
Cl -2.01 1.58 -1.96
H -0.96 0.70 -3.84
H -2.38 1.62 -4.33
C -0.58 -2.07 -3.18
C -1.09 -1.56 -1.81
O -0.05 -0.80 -1.17
C -0.40 -0.21 0.04
O -1.56 0.06 0.35
O 0.71 -0.16 0.80
C 0.72 0.23 2.16
H -0.48 -1.33 -3.98
H -1.18 -2.82 -3.70
H 0.46 -2.29 -2.98
H -1.39 -2.26 -1.03
H -2.00 -0.96 -1.82
H 1.71 0.04 2.58
H -0.05 -0.20 2.79
H 0.61 1.32 2.14
C -2.15 2.35 0.47
C -1.97 3.68 1.26
O -0.63 4.13 0.95
C 0.45 3.65 1.52
O 0.56 2.81 2.37
O 1.52 4.23 0.86
C 2.84 3.93 1.31
H -1.66 2.44 -0.50
H -3.19 2.16 0.23
H -1.68 1.53 1.01
H -2.00 3.49 2.33
H -2.66 4.50 1.04
H 2.90 4.45 2.27
H 3.58 4.48 0.73
H 3.30 2.95 1.40
C 1.17 0.48 -2.27
C 1.98 1.56 -3.10
O 1.85 1.28 -4.58
C 2.65 1.99 -5.41
O 3.28 3.04 -5.02
O 2.64 1.48 -6.65
C 3.78 1.72 -7.49
H 1.35 0.56 -1.20
H 1.39 -0.53 -2.63
H 0.11 0.64 -2.49
H 3.04 1.49 -2.89
H 1.66 2.57 -2.85
H 4.58 2.40 -7.20
H 3.44 2.12 -8.45
H 4.32 0.81 -7.76
C 0.18 2.46 4.70
C 0.06 0.96 4.53
O -1.05 0.42 5.26
C -1.18 -0.93 5.40
O -0.45 -1.75 4.89
O -2.27 -1.13 6.29
C -2.90 -2.40 6.50
H 0.57 2.96 3.82
H 0.82 2.67 5.56
H -0.76 2.96 4.95
H 1.02 0.51 4.81
H -0.23 0.77 3.50
H -3.89 -2.19 6.91
H -2.42 -3.08 7.20
H -3.04 -3.03 5.62
F -2.67 -3.85 5.05
C -1.95 -3.62 3.98
C -2.14 -2.39 3.35
C -1.33 -2.08 2.26
C -0.47 -3.08 1.74
C -0.35 -4.25 2.43
C -1.08 -4.64 3.51
H -2.87 -1.68 3.71
H -1.41 -1.21 1.63
H 0.18 -2.81 0.93
H 0.30 -5.03 2.04
H -0.99 -5.61 3.97
*
```

***

# 3
Computed, not measured: one molecule with the formula C10H11NO3, with wB97M-V/def2-TZVPD.

Calculated values
- E_tot: -18180.14259 eV
- SMILES string: C[C@@H]1OCCc2c1c[nH]c(=O)c2C=O
- E_LUMO: -0.585 eV
- Orbital gap: 0.297 Ha
- Largest force on an atom: 3.29 eV/Å

Structure (ORCA input):
```
! wB97M-V def2-TZVPD RIJCOSX def2/J DEFGRID3
* xyz 0 1
O -3.63 -0.08 -0.83
O -2.11 2.26 1.92
O 0.99 -2.75 -0.27
C -3.06 0.70 -0.09
C -1.36 1.42 1.46
C -1.73 0.43 0.48
C 0.76 0.30 1.84
C -0.85 -0.63 0.15
C 0.42 -0.71 0.95
N -0.12 1.37 2.02
C 2.80 -1.41 0.57
C -0.42 -2.96 -0.47
C -1.15 -1.72 -0.86
C 1.34 -1.91 0.79
H -3.53 1.68 0.07
H 1.70 0.17 2.40
H -0.03 1.97 2.85
H 3.33 -2.12 -0.02
H 3.31 -1.23 1.52
H 2.80 -0.50 -0.02
H -0.84 -3.35 0.43
H -0.59 -3.74 -1.27
H -2.19 -2.02 -0.89
H -0.86 -1.39 -1.83
H 1.30 -2.54 1.71
*
```

***

# 4
Computed, not measured: a 2-piece molecular cluster, C18H22NO2S overall, with wB97M-V/def2-TZVPD.

Calculated values
- E_tot: -35431.36464 eV
- E_LUMO: -5.388 eV
- Orbital gap: 0.187 Ha
- Largest force on an atom: 3.27 eV/Å

Structure (ORCA input):
```
! wB97M-V def2-TZVPD RIJCOSX def2/J DEFGRID3
* xyz 1 1
C 2.40 2.15 -0.01
C 1.13 1.58 0.52
C 1.19 1.05 1.90
C -0.11 1.95 -0.07
C -1.35 1.72 0.60
C -2.55 2.24 0.12
C -2.56 2.98 -1.07
C -1.39 3.11 -1.82
C -0.18 2.63 -1.33
H 2.51 2.06 -1.10
H 2.48 3.23 0.22
H 3.26 1.66 0.45
H 0.33 0.44 2.18
H 2.09 0.43 2.02
H 1.27 1.87 2.64
H -1.37 1.16 1.54
H -3.46 2.08 0.69
H -3.49 3.44 -1.42
H -1.40 3.62 -2.79
H 0.74 2.81 -1.90
C 1.80 -0.03 -2.68
S 1.23 -1.59 -1.94
C 2.78 -2.54 -2.17
C 1.14 -1.30 -0.26
C -0.02 -1.75 0.45
C 0.06 -2.35 1.75
C -1.08 -2.73 2.43
C -2.35 -2.38 1.90
N -3.48 -2.30 2.76
O -4.52 -1.76 2.31
O -3.40 -2.73 3.93
C -2.46 -1.86 0.59
C -1.32 -1.57 -0.12
H 1.02 0.73 -2.53
H 2.76 0.27 -2.24
H 1.91 -0.26 -3.75
H 2.48 -3.59 -2.30
H 3.27 -2.17 -3.07
H 3.42 -2.43 -1.28
H 2.11 -1.25 0.23
H 1.05 -2.54 2.17
H -1.05 -3.25 3.39
H -3.46 -1.68 0.19
H -1.42 -1.14 -1.12
*
```

***

# 5
Computed, not measured: a 2-piece molecular cluster, C3H3ClS overall, with wB97M-V/def2-TZVPD.

Calculated values
- E_tot: -26510.81384 eV
- E_LUMO (alpha / beta): -1.937 / -1.808 eV
- Orbital gap (alpha / beta): 0.256 / 0.266 Ha
- Largest force on an atom: 3.78 eV/Å

Structure (ORCA input):
```
! wB97M-V def2-TZVPD RIJCOSX def2/J DEFGRID3
* xyz 0 1
C 1.63 1.75 0.47
C 1.25 0.61 0.39
C -0.46 -1.41 -0.27
S -1.90 -0.96 0.48
Cl -2.46 0.67 -0.57
H 2.11 2.68 0.59
H 0.12 -2.16 0.22
H -0.29 -1.18 -1.31
*
```

***

# 6
Computed, not measured: C46H43Cl2KN4O2P2Si as an isolated structure, with wB97M-V/def2-TZVPD.

Calculated values
- E_tot: -126284.52611 eV
- E_LUMO: 3.919 eV
- Orbital gap: 0.169 Ha
- Largest force on an atom: 0.73 eV/Å

Structure (ORCA input):
```
! wB97M-V def2-TZVPD RIJCOSX def2/J DEFGRID3
* xyz -2 1
K 1.20 0.04 0.82
O 0.02 3.35 -0.12
C 1.03 4.04 0.25
C 0.85 5.05 1.25
C 1.84 5.89 1.66
C 3.13 5.79 1.13
C 3.36 4.80 0.19
C 2.37 3.93 -0.28
C 2.77 2.90 -1.25
N 2.19 1.74 -1.52
C 3.00 1.11 -2.43
C 4.08 1.88 -2.73
N 3.91 3.03 -1.99
H -0.15 5.11 1.67
H 1.63 6.63 2.43
H 3.94 6.43 1.46
H 4.37 4.69 -0.18
H 2.77 0.11 -2.78
H 4.92 1.73 -3.38
H 4.52 3.82 -1.98
Cl 4.24 0.46 5.04
C 2.66 -0.28 5.05
C 2.33 -1.11 6.12
C 1.11 -1.71 6.20
Cl 0.74 -2.74 7.58
C 0.14 -1.51 5.19
C -1.14 -2.10 5.19
C -2.00 -1.86 4.16
C -1.58 -1.02 3.11
N -0.41 -0.45 3.08
C 0.47 -0.67 4.09
C 1.79 -0.01 3.97
O 2.07 0.72 2.99
H 3.06 -1.27 6.90
H -1.42 -2.75 6.00
H -2.99 -2.31 4.13
H -2.24 -0.82 2.27
N -1.45 0.00 -2.03
P -1.65 -1.40 -1.09
C -1.01 -2.74 -2.15
C -0.11 -2.50 -3.18
C 0.45 -3.55 -3.90
C 0.10 -4.86 -3.60
C -0.79 -5.11 -2.57
C -1.34 -4.06 -1.85
C -3.46 -1.68 -1.26
C -4.27 -1.28 -0.19
C -5.65 -1.36 -0.27
C -6.25 -1.85 -1.42
C -5.46 -2.25 -2.49
C -4.08 -2.17 -2.41
P -0.78 1.40 -1.16
C -2.39 1.90 -0.35
C -2.40 1.97 1.04
C -3.59 2.16 1.73
C -4.79 2.31 1.04
C -4.78 2.26 -0.35
C -3.59 2.05 -1.03
C -0.78 2.47 -2.66
C -1.19 3.80 -2.64
C -1.14 4.58 -3.79
C -0.66 4.04 -4.98
C -0.24 2.72 -5.01
C -0.30 1.95 -3.86
H -2.12 0.15 -2.78
H 0.18 -1.47 -3.39
H 1.17 -3.34 -4.68
H 0.55 -5.68 -4.15
H -1.05 -6.13 -2.31
H -2.02 -4.27 -1.03
H -3.80 -0.87 0.70
H -6.25 -1.03 0.57
H -7.33 -1.91 -1.48
H -5.93 -2.64 -3.39
H -3.47 -2.49 -3.25
H -1.47 1.86 1.59
H -3.58 2.19 2.82
H -5.71 2.47 1.57
H -5.71 2.37 -0.91
H -3.60 1.99 -2.12
H -1.53 4.23 -1.71
H -1.47 5.61 -3.75
H -0.62 4.66 -5.87
H 0.15 2.29 -5.93
H 0.04 0.92 -3.89
C 4.57 -1.66 1.60
Si 3.38 -3.04 1.08
C 2.26 -3.48 2.55
C 4.55 -4.57 0.98
C 2.40 -2.57 -0.34
H 5.27 -1.99 2.37
H 4.04 -0.79 1.99
H 5.15 -1.34 0.73
H 2.76 -3.33 3.52
H 1.95 -4.53 2.50
H 1.35 -2.87 2.55
H 5.04 -4.76 1.94
H 5.32 -4.41 0.22
H 3.98 -5.46 0.69
H 1.57 -3.24 -0.58
H 2.96 -2.33 -1.26
*
```